Entry 1:
DFT (ωB97M-V with the def2-TZVPD basis set) results for a structure of composition C10H8Br2NO8P2Ti at a distorted geometry.

For the HOMO-LUMO gap (alpha / beta), the calculation gives 6.4 / 7.6 eV. Its net charge is 0. The value obtained for the electronic energy is -210157.787 eV. Its multiplicity is 2.

Geometry (Å):
Ti (0.6824, -0.7702, 0.5747)
C (1.1959, 2.5755, 0.7315)
C (0.2468, 2.0658, -0.3044)
C (-0.6254, 2.8791, -1.0252)
C (-1.5018, 2.3503, -1.9449)
C (-1.5045, 0.9656, -2.1886)
C (-2.3060, 0.2705, -3.1226)
Br (-3.5120, 1.2339, -4.2166)
C (-2.2221, -1.0898, -3.2687)
C (-1.3158, -1.8348, -2.5035)
Br (-1.1854, -3.6988, -2.7114)
C (-0.4883, -1.2163, -1.5869)
O (0.4303, -1.8374, -0.8431)
C (-0.6111, 0.1878, -1.4237)
N (0.2400, 0.7373, -0.4901)
H (1.2942, 3.6572, 0.6808)
H (2.1777, 2.1209, 0.6047)
H (0.8481, 2.3079, 1.7335)
H (-0.6248, 3.9448, -0.8424)
H (-2.1840, 2.9931, -2.4834)
H (-2.8520, -1.5975, -3.9850)
O (3.2427, -1.7992, 3.1812)
P (2.5291, -0.4849, 2.6852)
O (3.1136, 0.7534, 3.1605)
O (2.3519, -0.6362, 1.1390)
O (0.9896, -0.6407, 3.2752)
P (-0.2351, -1.5802, 2.8197)
O (0.6355, -2.7247, 1.9954)
O (-1.0536, -2.1422, 3.8760)
O (-0.8449, -0.7937, 1.6345)
H (2.9018, -2.6173, 2.7954)
H (0.1871, -3.5792, 2.0528)

Entry 2:
DFT (ωB97M-V with the def2-TZVPD basis set) results for a cluster of 2 separate species, C4H9NO2 in total.

For the HOMO-LUMO gap, the calculation gives 10.4 eV. Its net charge is 0. For the energy above the lowest of the compared OMol25 structures with the same formula, charge and spin, the calculation gives 71.8 kcal/mol. The value obtained for the electronic energy is -9876.949 eV. Its structure (SMILES) is [H]/N=C\COC.C=O.

Geometry (Å):
H (0.6248, -0.2539, 1.3404)
N (1.2831, -0.0038, 0.5969)
C (0.6310, 0.4240, -0.4001)
C (-0.8711, 0.5319, -0.4516)
O (-1.3926, -0.0891, 0.6906)
C (-2.6752, 0.3627, 1.0443)
H (1.1836, 0.7257, -1.2971)
H (-1.1513, 1.5977, -0.4961)
H (-1.2495, 0.0592, -1.3735)
H (-2.6591, 1.4328, 1.2994)
H (-3.4006, 0.2009, 0.2344)
H (-2.9838, -0.2113, 1.9204)
C (3.1632, -1.1932, -0.7693)
O (3.7834, -0.3214, -1.3252)
H (2.2827, -1.6750, -1.2400)
H (3.4312, -1.5871, 0.2267)

Entry 3:
DFT (ωB97M-V with the def2-TZVPD basis set) results for a structure of composition C3H5FOS at a distorted geometry.

For the HOMO-LUMO gap, the calculation gives 8.5 eV. Its net charge is 0. For the energy above the lowest of the compared OMol25 structures with the same formula, charge and spin, the calculation gives 64.8 kcal/mol. The value obtained for the electronic energy is -18789.091 eV.

Geometry (Å):
C (-0.7260, 0.0442, 0.6664)
C (0.3640, 0.3221, -0.3286)
C (1.4110, -0.6651, -0.2893)
H (-1.8189, 0.9288, -0.6896)
H (-0.5073, 0.1006, 1.7505)
H (-0.9417, -1.0951, 0.3530)
H (0.6234, 1.4611, -0.3735)
H (1.2421, -1.9627, -0.6815)
O (-1.8343, 0.8977, 0.3894)
F (-0.2768, 0.2611, -1.5735)
S (2.4645, -0.2925, 0.7766)

Entry 4:
DFT (ωB97M-V with the def2-TZVPD basis set) results for an isolated molecule of C5H8O at a distorted geometry.

For the HOMO-LUMO gap, the calculation gives 10.4 eV. Its net charge is 0. For the energy above the lowest of the compared OMol25 structures with the same formula, charge and spin, the calculation gives 93.6 kcal/mol. The value obtained for the electronic energy is -7358.197 eV. Its structure (SMILES) is C[C@@H](O)C1=CC1.

Geometry (Å):
C (1.1893, -0.6731, -1.2578)
C (-0.1770, -0.8204, -0.6823)
O (-0.4824, -1.9731, -0.1080)
C (-0.3836, 0.4148, 0.4866)
C (-0.1926, 0.7462, 1.6844)
C (-0.8327, 1.7923, 0.7983)
H (1.9448, -0.6295, -0.3824)
H (1.2600, 0.2281, -1.8595)
H (1.2801, -1.5463, -1.8139)
H (-0.9252, -0.5842, -1.5691)
H (-0.9546, -1.9356, 0.7637)
H (0.2317, 0.3244, 2.5897)
H (-1.8550, 2.1166, 0.8780)
H (-0.1029, 2.5397, 0.4723)

Entry 5:
DFT (ωB97M-V with the def2-TZVPD basis set) results for a structure of composition C22H22BN8O6Ta.

For the HOMO-LUMO gap, the calculation gives 7.5 eV. Its net charge is +2. For the energy above the lowest of the compared OMol25 structures with the same formula, charge and spin, the calculation gives 0.0 kcal/mol. The value obtained for the electronic energy is -49587.228 eV.

Geometry (Å):
Ta (-0.5773, -0.7016, -0.0206)
C (0.1286, -3.2361, -3.4412)
C (0.0620, -1.9846, -2.8749)
N (-0.4025, -2.0836, -1.6072)
N (-0.6205, -3.4121, -1.3555)
C (-0.3046, -4.1063, -2.4444)
B (-1.1706, -3.9065, 0.0117)
N (-0.2026, -3.4724, 1.1507)
C (0.3914, -4.2135, 2.0796)
C (1.0759, -3.3856, 2.9660)
C (0.8541, -2.1098, 2.5053)
N (0.0801, -2.1529, 1.3918)
N (-2.4737, -3.1389, 0.2513)
C (-3.7262, -3.5478, 0.4320)
C (-4.5475, -2.4355, 0.5698)
C (-3.7033, -1.3540, 0.4500)
N (-2.4296, -1.7779, 0.2597)
H (0.4461, -3.4890, -4.4372)
H (0.3140, -1.0239, -3.2923)
H (-0.3990, -5.1805, -2.4491)
H (-1.3195, -5.0840, 0.0091)
H (0.2964, -5.2876, 2.0600)
H (1.6498, -3.6816, 3.8262)
H (1.1942, -1.1659, 2.8954)
H (-3.9605, -4.6001, 0.4513)
H (-5.6106, -2.4231, 0.7317)
H (-3.9224, -0.3022, 0.4918)
O (0.8673, 0.3671, 1.0442)
C (1.6111, 0.4731, -0.0039)
O (1.0688, 0.0138, -1.0818)
C (2.9467, 1.0229, 0.0288)
C (3.4542, 1.5261, 1.2287)
C (4.7316, 2.0371, 1.2254)
C (5.5176, 2.0737, 0.0866)
C (4.9760, 1.5653, -1.0810)
C (3.7057, 1.0419, -1.1429)
N (5.7926, 1.5808, -2.3202)
O (6.8852, 2.0821, -2.2435)
O (5.2955, 1.0636, -3.2962)
N (5.2842, 2.5664, 2.4979)
O (4.5634, 2.4920, 3.4688)
O (6.3990, 3.0219, 2.4567)
H (2.8779, 1.5283, 2.1430)
H (6.5185, 2.4842, 0.1087)
H (3.3282, 0.6592, -2.0801)
C (-3.2674, 3.7100, -1.5713)
C (-3.0374, 3.2717, -0.1128)
C (-2.1460, 4.2889, 0.6253)
C (-4.3831, 3.1046, 0.6199)
C (-2.3600, 1.9879, -0.1145)
C (-1.7869, 0.9014, -0.1221)
H (-3.7837, 4.6696, -1.5621)
H (-3.8859, 2.9921, -2.1088)
H (-2.3233, 3.8331, -2.1008)
H (-2.6580, 5.2509, 0.6293)
H (-1.1881, 4.4134, 0.1213)
H (-1.9714, 3.9884, 1.6579)
H (-4.8874, 4.0706, 0.6323)
H (-4.2379, 2.7818, 1.6506)
H (-5.0292, 2.3930, 0.1054)

Entry 6:
DFT (ωB97M-V with the def2-TZVPD basis set) results for a cluster of 2 separate species, Cl3H3Si2 in total at a distorted geometry.

For the HOMO-LUMO gap, the calculation gives 8.2 eV. Its net charge is 0. For the energy above the lowest of the compared OMol25 structures with the same formula, charge and spin, the calculation gives 44.2 kcal/mol. The value obtained for the electronic energy is -53372.723 eV.

Geometry (Å):
Si (-0.1845, -1.0643, -1.6790)
Si (-0.3806, 1.3112, 2.7945)
Cl (0.2105, 0.0059, 0.0794)
Cl (1.6365, 1.6806, 3.0471)
Cl (-0.8744, -2.7848, -0.9981)
H (-0.9185, -0.2663, -2.5707)
H (0.9954, -1.2266, -2.5203)
H (-0.4844, 2.3444, 1.8471)